(1)
Molecular formula: C35H63Cl7F3MgN3NaO15SSi
Method: DFT, wB97M-V/def2-TZVPD

Last column: Löwdin charge in e.
Geometry (Å):
C 0.650518 -1.970268 3.288566  -0.1171
N 0.881908 -2.678085 1.987132  -0.1602
C 2.215953 -3.351155 2.142674  -0.0814
C -0.208542 -3.632871 1.674666  -0.3063
O -0.402158 -4.589331 2.530344  -0.3792
C -1.128743 -3.639311 0.366725  -0.0406
C -1.717892 -2.181133 -0.049003  -0.3484
C -2.412365 -1.381127 1.150589  -0.1020
C -3.260301 -2.340559 2.176943  -0.2298
O -4.518044 -1.742997 2.579565  -0.2158
Si -4.321273 -0.372287 3.619877  0.4673
C -4.813901 1.308822 2.858430  -0.1893
C -2.580070 -0.175468 4.384691  -0.1768
C -5.525641 -0.667699 5.117010  -0.1777
C -0.559172 -1.401109 -0.841033  -0.2083
C 0.125652 -0.239998 0.013590  -0.2443
N -0.447519 1.113360 -0.175400  -0.0188
C -1.020419 -0.823297 -2.340692  -0.0820
C -2.511122 -0.230612 -2.361453  -0.2857
C -2.889154 0.521305 -3.798065  -0.0724
C -3.264491 2.119534 -3.750807  -0.0527
C -1.986393 3.147344 -3.721092  -0.2949
O -0.895616 2.723539 -4.239639  -0.2739
N -2.129950 4.504768 -3.120914  0.1488
C -1.018606 4.752492 -2.175317  -0.1459
C 0.470336 4.973506 -2.695162  -0.1578
C 1.685988 5.193646 -1.720926  -0.0441
C 1.446018 5.205786 -0.183856  -0.0184
C -0.041596 5.029140 0.325092  -0.0012
C -1.267886 4.804170 -0.612443  0.0217
O -3.551139 -1.243776 -2.198136  -0.2212
S -3.050710 -2.575775 -1.326612  0.8168
O -4.276689 -3.188995 -0.706165  -0.3039
O -2.444096 -3.647257 -2.228921  -0.3120
H -0.081891 -1.092199 3.210513  0.0779
H 1.645798 -1.535298 3.694640  0.1352
H 0.234730 -2.689337 4.106408  0.0160
H 3.016654 -2.554349 1.879355  0.1158
H 2.380335 -4.253282 1.462962  0.1029
H 2.387912 -3.580676 3.263497  0.0944
H -0.530550 -4.113403 -0.496486  0.1501
H -1.998701 -4.373691 0.580118  0.1369
H -1.709978 -0.778683 1.818660  0.0738
H -3.171936 -0.635292 0.688882  0.1377
H -2.559628 -2.598715 3.068039  0.0999
H -3.516216 -3.358299 1.702806  0.1174
H -5.901918 1.359620 2.483142  0.0635
H -4.054915 1.679139 2.066136  0.0326
H -4.754303 2.096221 3.710774  0.0592
H -1.834469 0.426256 3.755841  0.0494
H -2.711551 0.397977 5.380533  0.0730
H -2.173324 -1.217909 4.694115  -0.0030
H -5.498824 0.188536 5.874015  0.0522
H -5.194581 -1.669070 5.581803  0.0318
H -6.563741 -0.855649 4.666070  0.0558
H 0.273034 -2.170426 -1.082524  0.1473
H 1.230878 -0.177561 -0.336528  0.1424
H 0.166944 -0.422035 1.140706  0.0769
H -1.265863 1.150402 0.472998  0.0650
H 0.273375 1.787312 0.113084  0.0557
H -0.910645 -1.739096 -3.039196  0.1328
H -0.270833 -0.045248 -2.744523  0.1108
H -2.649894 0.553407 -1.521127  0.1393
H -3.868422 -0.002259 -4.114025  0.1355
H -2.102753 0.403983 -4.618067  0.1093
H -3.804575 2.423116 -4.729388  0.1495
H -4.005440 2.285193 -2.895096  0.1207
H -2.957975 4.395513 -2.493418  0.1270
H 0.684975 4.957634 -3.825498  0.1299
H 2.749018 5.356579 -2.094566  0.1220
H 2.307396 5.342325 0.571940  0.1153
H -0.247026 5.028132 1.460327  0.1105
H -2.338433 4.644222 -0.255504  0.1114
Na -0.408733 -2.440572 5.421035  0.5013
C 2.858871 0.038744 -5.601056  -0.0558
C 3.588238 -0.973583 -4.739564  -0.2046
O 4.996629 -0.701305 -4.719660  0.0290
C 5.398657 0.255266 -3.858746  -0.3639
O 4.652884 0.872081 -3.136934  0.1421
C 6.915456 0.411855 -3.898592  -0.5084
F 7.401379 0.439336 -5.156875  0.1626
F 7.543255 -0.605623 -3.271477  0.1589
F 7.336152 1.545485 -3.305019  0.1509
H 3.291132 0.073614 -6.604192  0.0915
H 1.799636 -0.214896 -5.681575  0.0726
H 2.943265 1.044925 -5.183324  0.0718
H 3.466157 -1.971988 -5.165438  0.1287
H 3.184670 -1.005180 -3.723544  0.1168
C -2.741927 -2.556401 9.364150  -0.9905
Cl -2.771547 -2.797303 7.609433  0.5261
Cl -2.898291 -0.846644 9.774780  0.5375
H -3.570524 -3.105668 9.809010  0.0419
H -1.797510 -2.930484 9.756800  0.0349
C 9.926344 5.199577 0.310389  -0.1085
O 10.126116 3.945595 0.948222  -0.1895
C 9.268116 3.766934 2.072478  -0.2003
C 8.124278 2.813702 1.746158  -0.2009
O 7.203870 3.407261 0.830072  -0.1992
C 7.346024 2.890919 -0.486460  -0.1196
H 10.511984 5.210696 -0.610531  0.0911
H 8.874753 5.358043 0.057408  0.0816
H 10.279506 6.008872 0.957454  0.0891
H 8.885720 4.727625 2.433608  0.1247
H 9.876707 3.325582 2.868262  0.1242
H 7.566363 2.606047 2.665288  0.1189
H 8.505466 1.861903 1.360359  0.1258
H 7.009847 1.849506 -0.519123  0.0829
H 8.380179 2.960746 -0.835546  0.0875
H 6.714433 3.480078 -1.154168  0.0874
O -0.419353 1.202556 -6.662502  -0.0611
H -1.281337 1.255031 -7.094335  0.0443
H -0.491025 1.828162 -5.927442  -0.0109
Cl 0.662896 2.765096 -2.816509  0.6449
C -5.407205 -6.409783 -0.502791  -0.1507
O -4.863574 -6.147484 0.784908  -0.2679
H -5.280470 -7.469045 -0.728946  0.0700
H -6.471484 -6.163484 -0.510043  0.0862
H -4.881147 -5.814462 -1.252539  0.0709
H -4.988608 -5.205074 0.959645  0.0618
Mg 0.108740 -6.610600 2.783082  0.6239
C -3.620378 -10.028486 2.269373  -2.0117
Cl -5.044069 -11.071645 2.474725  0.5200
Cl -4.146836 -8.380479 1.859977  0.5815
Cl -2.687105 -9.996162 3.784121  0.4630
Cl -2.601714 -10.667352 0.960506  0.5059
C -5.071639 7.186050 -4.267401  -0.8368
O -4.597442 6.209981 -4.914791  -0.0460
O -4.656415 7.170732 -2.972873  0.0315
O -5.820273 8.107143 -4.620871  0.0304
H -4.134667 6.357171 -3.110051  0.0460

Atomic forces in eV per Å
C -0.07 0.44 0.37
N -0.64 -0.36 0.68
C 1.44 0.52 0.31
C -1.04 -2.11 2.10
O 0.27 3.54 -2.65
C -0.25 -0.32 0.45
C 0.91 0.31 0.03
C -1.34 -0.27 0.28
C 0.35 -0.89 -0.82
O 2.39 1.06 0.85
Si -2.02 0.07 0.72
C 0.25 1.18 -0.05
C 1.00 0.09 1.03
C 0.31 -0.88 -0.60
C 0.65 0.81 -0.92
C 1.58 -0.05 0.07
N -0.70 -0.66 0.67
C 0.23 -0.83 0.33
C 1.06 2.27 -1.20
C -0.50 0.35 0.13
C 0.04 0.31 0.15
C 2.03 -3.04 -2.72
O -7.35 3.16 0.05
N 2.17 -2.31 3.11
C 0.91 0.69 1.78
C 0.23 -2.85 0.75
C -2.39 0.35 4.48
C -2.07 -0.27 -4.16
C -1.20 -0.45 -2.98
C 4.00 0.54 -1.15
O 1.75 -1.36 1.82
S -2.34 -6.30 -1.88
O 2.70 2.84 -0.62
O -0.65 4.07 2.07
H 0.88 -1.25 -0.09
H -1.58 -0.74 -0.87
H 2.38 0.36 -4.65
H -1.32 -1.35 0.29
H -0.47 1.19 1.08
H -0.17 -0.33 -1.91
H -0.86 0.91 1.15
H 1.56 1.21 -0.21
H -0.61 -0.84 -1.33
H 1.17 -1.17 0.76
H -1.20 0.49 -1.19
H 0.36 1.78 0.56
H 1.82 -0.21 0.33
H -1.42 -0.59 0.99
H -0.06 -1.32 -1.24
H -0.89 -1.05 0.86
H 0.11 -0.84 -1.57
H -0.56 1.64 -0.63
H -0.21 -1.31 -1.04
H -0.59 1.56 -0.34
H 1.35 0.48 0.89
H -1.46 1.27 0.52
H -1.81 -0.21 0.52
H 0.09 -0.47 -1.68
H 0.96 0.54 -0.67
H -0.74 -0.19 -0.11
H -0.60 1.57 0.96
H -1.30 -1.01 0.99
H 0.33 -1.34 -1.23
H 1.61 0.88 0.28
H -0.95 -0.23 1.32
H 0.79 -0.59 1.57
H 1.08 0.10 -1.11
H 0.41 0.53 -0.91
H -0.68 0.85 1.93
H -1.82 -0.39 0.26
H -1.65 -0.24 -1.51
H 0.39 0.04 -2.09
H 1.80 0.35 -0.30
Na -1.85 0.35 3.72
C 0.11 0.27 0.02
C -0.83 -0.10 -0.28
O 0.97 0.57 0.73
C -1.98 -0.57 -0.19
O 1.05 -0.20 -0.30
C 2.16 0.36 -0.31
F -0.65 -0.05 0.42
F -0.68 0.17 -0.06
F -0.71 -0.43 -0.13
H -0.10 -0.14 0.07
H 0.07 0.01 -0.04
H -0.08 -0.10 0.06
H 0.37 0.10 0.03
H 0.23 0.16 -0.02
C 0.15 0.15 0.71
Cl 0.05 -0.17 -0.46
Cl 0.03 -0.17 -0.03
H 0.04 0.10 -0.27
H -0.12 0.09 -0.17
C 0.17 -0.10 -0.05
O -0.37 0.24 0.06
C 0.29 -0.51 -0.24
C -0.21 0.54 0.17
O 0.23 -0.23 -0.12
C -0.09 0.12 0.03
H 0.00 -0.09 0.12
H 0.00 0.03 0.05
H -0.08 0.07 -0.04
H -0.06 -0.06 -0.08
H -0.05 0.00 0.04
H 0.05 -0.02 0.03
H 0.06 0.12 -0.03
H 0.08 -0.02 -0.10
H -0.04 -0.07 0.03
H 0.00 -0.03 0.13
O -0.26 0.03 0.17
H 0.20 -0.03 -0.10
H 0.08 -0.11 -0.15
Cl 3.43 0.83 3.23
C -0.06 0.22 -0.20
O 0.09 0.52 0.20
H 0.03 0.09 0.15
H 0.00 -0.08 -0.17
H -0.12 -0.08 -0.10
H -0.02 -0.22 -0.09
Mg 0.18 -0.70 0.12
C -0.15 0.13 -0.05
Cl 0.27 0.15 -0.02
Cl 0.27 -0.64 0.20
Cl -0.09 -0.03 -0.19
Cl -0.14 0.09 0.22
C -1.29 1.32 -1.24
O 0.06 -0.36 -0.52
O 0.72 -0.58 1.11
O 0.66 -0.95 0.04
H 0.14 0.29 0.84

## Properties
- orbital gap (eV) = 2.37
- net charge = +1

=====

(2)
Molecular formula: C35H64N8OPSSiSr
Method: DFT, wB97M-V/def2-TZVPD

Last column: Löwdin charge in e.
Geometry (Å):
Sr -6.235899 -3.813758 23.557358  1.1334
N -4.922406 -3.497164 25.895090  -0.0465
C -5.309636 -2.396050 26.832817  -0.2456
C -6.020161 -1.291989 26.091344  -0.2130
N -7.283632 -1.784208 25.480295  -0.1157
C -8.097859 -0.894600 24.721380  -0.2577
C -7.466717 -0.444908 23.410121  -0.2767
N -6.814649 -1.466652 22.601435  -0.0990
H -4.058542 -3.156704 25.448192  0.0574
H -4.657083 -4.344082 26.396660  0.0906
H -5.941577 -2.806051 27.663705  0.1213
H -4.442716 -1.909434 27.336940  0.1271
H -6.142933 -0.373107 26.661043  0.1218
H -5.283902 -0.980185 25.295820  0.1332
H -7.842703 -2.231845 26.218994  0.0883
H -9.023094 -1.442347 24.488541  0.1130
H -8.393747 0.046261 25.272781  0.1377
H -8.301011 0.013198 22.806860  0.1283
H -6.839004 0.438981 23.649435  0.1237
H -7.474451 -1.751436 21.845794  0.0646
H -5.948870 -1.072762 22.125004  0.1153
C -6.651652 -12.290314 21.341923  -0.1293
C -6.378580 -12.288005 22.829461  -0.2602
C -7.110513 -11.100200 23.475757  -0.2154
C -6.749822 -9.711347 23.004226  -0.2423
N -7.786946 -8.818004 23.396531  0.0031
C -7.544879 -7.501928 23.689097  -0.7291
S -6.074942 -6.713064 23.293514  0.6317
N -8.574936 -6.922824 24.407499  -0.0072
C -8.702871 -5.523277 24.681658  -0.2856
C -9.910416 -5.017326 25.455066  -0.1772
C -9.921290 -5.323920 26.985620  -0.2318
C -9.164577 -4.310432 27.868597  -0.0916
H -6.656815 -13.296558 20.832849  0.0869
H -5.922895 -11.680429 20.754215  0.0816
H -7.664379 -11.839986 21.138679  0.0824
H -5.313914 -12.207479 22.989463  0.1029
H -6.711752 -13.184473 23.369859  0.1134
H -6.846347 -11.094152 24.557157  0.1240
H -8.181472 -11.329555 23.374091  0.1159
H -6.763411 -9.664235 21.918990  0.1141
H -5.747895 -9.395669 23.359744  0.1153
H -8.713275 -9.095806 23.566610  0.1253
H -9.164797 -7.587152 24.937754  0.1624
H -8.647947 -5.033159 23.679582  0.0848
H -7.847880 -5.203543 25.336889  0.1016
H -10.827511 -5.384759 25.038679  0.1034
H -9.954393 -3.891459 25.377771  0.1241
H -9.494827 -6.375279 27.149216  0.1254
H -10.906815 -5.332712 27.359406  0.0847
H -9.886459 -3.670928 28.308871  0.0595
H -8.442720 -3.688325 27.333111  0.0316
H -8.640653 -4.848434 28.724222  0.1037
C -2.293553 -0.893982 21.919828  -0.0925
C -1.820717 -2.287502 21.378663  -0.5680
C -2.269088 -2.305199 19.892983  -0.0999
C -0.288171 -2.427522 21.504371  -0.0982
Si -2.679453 -3.741348 22.418659  0.4501
O -4.179067 -3.256344 22.697687  -0.5778
C -2.375604 -5.438529 21.571198  -0.2188
C -3.450411 -5.981921 20.854573  -0.1463
C -3.251645 -6.989993 19.942158  -0.0910
C -1.973551 -7.548472 19.730148  -0.0818
C -0.919982 -6.980385 20.419370  -0.0969
C -1.094524 -5.965462 21.343707  -0.0983
C -1.717641 -3.948323 24.025505  -0.2535
C -1.314400 -5.196050 24.519477  -0.0699
C -0.496574 -5.259008 25.719866  -0.0849
C -0.005586 -4.120315 26.292626  -0.0995
C -0.487395 -2.873669 25.801875  -0.0866
C -1.381433 -2.787359 24.745946  -0.1376
H -2.345274 -0.243339 21.032613  0.0774
H -1.468766 -0.560445 22.529797  0.0586
H -3.233209 -0.929604 22.498204  0.0546
H -1.644990 -1.566027 19.364942  0.0838
H -3.275343 -1.964374 19.885731  0.0481
H -2.278181 -3.306089 19.375088  0.0893
H 0.141065 -1.527989 21.054544  0.0783
H 0.091825 -3.365505 20.999246  0.0884
H 0.048308 -2.469105 22.556565  0.0662
H -4.382042 -5.543864 20.960069  0.0254
H -4.087611 -7.283854 19.202680  0.1220
H -1.753611 -8.271110 18.942602  0.1053
H 0.069844 -7.278595 20.133204  0.0992
H -0.263893 -5.526974 21.957911  0.1166
H -1.705994 -6.132772 24.079796  0.1041
H -0.067737 -6.182057 26.083576  0.0950
H 0.704953 -4.276000 27.087498  0.0982
H -0.056710 -1.915635 26.242822  0.1216
H -1.785885 -1.786343 24.559868  0.1028
C -10.107985 -5.251726 18.189717  -0.1713
N -9.651987 -6.325682 19.087844  -0.1772
C -8.565386 -7.048861 18.456438  -0.1827
N -7.453895 -6.159211 18.054657  -0.1514
C -7.897741 -5.076912 17.164533  -0.1761
N -9.040231 -4.350393 17.738591  -0.1692
C -8.563153 -3.531863 18.823004  -0.3650
P -7.967230 -4.568907 20.248254  0.9790
C -9.300089 -5.838083 20.408492  -0.3601
C -6.724948 -5.563352 19.180510  -0.3110
H -10.845982 -4.597855 18.722232  0.1352
H -10.611363 -5.732342 17.341653  0.1313
H -8.808899 -7.623533 17.566595  0.1242
H -8.311171 -7.882284 19.169399  0.1375
H -8.146243 -5.499626 16.207954  0.1204
H -7.088669 -4.327872 17.003100  0.1325
H -9.383084 -2.877113 19.157355  0.0854
H -7.754159 -2.904224 18.423772  0.0933
H -10.144764 -5.372651 20.952364  0.0846
H -8.939941 -6.684003 21.062468  0.0868
H -6.226911 -6.260857 19.886289  0.0610
H -6.043577 -4.773119 18.767266  0.0996

Atomic forces in eV per Å
Sr 0.61 0.65 0.01
N 0.37 0.92 0.34
C -0.08 -0.39 1.23
C 0.29 0.17 -1.76
N 0.99 -1.29 1.07
C -0.86 0.81 -0.22
C -1.08 2.04 -0.42
N 0.68 0.39 -1.37
H -0.23 -0.54 -0.08
H 0.02 0.30 0.05
H 0.38 0.22 -0.74
H -0.32 -0.56 -0.32
H -0.25 -0.06 0.53
H -0.88 -0.29 0.22
H 0.38 0.44 -0.43
H 0.06 0.15 0.14
H 0.18 -0.76 -0.40
H 0.63 -0.25 0.64
H 0.25 -0.81 -0.40
H 0.88 0.33 0.57
H -1.45 -0.87 0.78
C -0.69 -0.37 -1.84
C -0.19 0.54 0.13
C 0.67 -0.78 1.47
C 0.21 -0.92 -1.39
N 1.39 3.62 1.15
C -0.49 -0.45 0.61
S -1.04 -0.83 0.03
N -0.42 -1.61 0.11
C 1.24 1.27 0.16
C -0.38 0.78 0.99
C 2.23 -1.27 -0.63
C 1.00 -1.50 0.56
H 0.07 0.88 0.78
H -0.47 -0.35 0.61
H 0.81 -0.48 0.09
H 0.42 0.00 0.22
H 0.02 0.10 -0.44
H -0.53 -0.23 -0.40
H 0.11 0.40 0.03
H 0.59 -0.22 -0.35
H -0.77 -0.04 -0.09
H -1.03 -0.95 0.13
H 0.49 0.81 -0.54
H -0.08 0.05 0.67
H -0.10 -0.08 -0.69
H -0.55 -0.23 -0.46
H 0.16 -1.06 -0.28
H -0.59 1.30 -0.19
H -1.29 -0.28 0.11
H -0.54 0.85 0.47
H 0.08 -0.29 0.02
H -0.51 0.81 -1.11
C 0.69 -0.93 -0.45
C -0.65 -1.27 0.46
C 0.86 -1.10 0.25
C -0.10 -0.51 -0.22
Si 0.95 0.57 -0.46
O -0.80 -0.71 0.09
C -0.46 0.62 -0.28
C 2.08 -0.42 -0.08
C -0.81 -1.50 -2.20
C -0.75 1.03 -0.08
C 0.54 -0.17 -0.03
C -0.12 0.87 1.09
C -0.52 -0.21 0.19
C 0.39 0.11 1.75
C -0.55 -0.40 -2.13
C -0.86 0.92 -0.78
C 1.31 0.92 1.32
C 0.69 -0.20 0.99
H -0.26 0.19 0.55
H -0.02 0.60 0.53
H 0.34 0.10 -0.42
H -0.20 -0.37 -0.21
H -1.05 0.39 -0.26
H 0.43 0.90 0.51
H 0.42 -0.20 -0.17
H -0.35 1.12 0.34
H -0.18 0.06 -0.45
H -1.85 0.80 0.12
H 1.20 0.27 1.52
H -0.35 0.13 0.29
H 0.46 -0.27 0.24
H -0.57 -0.60 -1.01
H 0.57 0.67 0.07
H -0.46 -0.38 -0.09
H 0.13 0.65 0.20
H -0.84 -1.33 -0.44
H 0.19 -0.44 -0.58
C -0.33 0.44 0.36
N -1.18 -0.18 -0.57
C 0.79 -0.40 0.58
N 1.31 -0.40 0.50
C -0.35 -0.09 0.58
N -0.09 -0.38 -0.84
C -0.69 0.24 0.41
P 1.67 0.46 0.86
C 0.44 -0.12 0.31
C -0.92 0.95 0.64
H 0.41 -0.72 -0.39
H 0.26 0.24 0.04
H -0.84 0.41 -0.27
H 0.64 1.06 -0.45
H -0.39 -0.21 -0.44
H -0.37 -0.76 0.12
H 0.25 -0.02 -0.04
H -0.08 -0.03 0.47
H 0.07 -0.32 -0.51
H -0.20 0.74 -0.64
H -0.10 0.11 -0.89
H -0.13 -1.00 0.58

## Properties
- orbital gap (eV) = 7.95
- net charge = +1
- energy above the lowest of the compared OMol25 structures with the same formula, charge and spin (eV) = 2.296

=====

no.,M (g/mol),E_HOMO (eV)
1,1178.51,-8.59
2,791.70,-10.13